Below is an isolated molecule of C10H9BrN2OS in a non-equilibrium geometry, with properties calculated with wB97M-V/def2-TZVPD.

multiplicity: 1
structure (SMILES): CCc1ccc2nsnc2c1CC(=O)Br
net charge: 0
HOMO energy: -8.8 eV
maximum force: 0.116 hartree/bohr
lowest unoccupied orbital energy: -1.296 eV

Last column: Löwdin charge in e.
Geometry (Å):
C  2.745  0.427  0.038  -0.106
C  1.591  1.025  -0.957  -0.194
C  0.202  0.847  -0.129  -0.130
C  -0.070  1.958  0.969  -0.009
C  -1.356  1.894  1.840  0.012
C  -2.326  0.672  1.524  -0.259
N  -3.570  0.411  2.210  -0.283
S  -4.182  -1.018  1.522  0.898
N  -3.063  -1.494  0.306  -0.260
C  -2.051  -0.465  0.429  -0.237
C  -0.717  -0.351  -0.437  -0.082
C  -0.438  -1.460  -1.570  -0.123
C  0.812  -2.409  -1.251  -0.703
O  1.798  -2.409  -2.046  -0.058
Br  0.948  -3.646  0.298  0.648
H  2.200  -0.389  0.656  0.073
H  3.612  -0.022  -0.553  0.078
H  3.083  1.215  0.816  0.082
H  1.516  0.453  -1.941  0.092
H  1.749  2.143  -1.185  0.110
H  0.650  2.829  1.151  0.103
H  -1.569  2.676  2.638  0.097
H  -1.410  -2.015  -1.802  0.123
H  -0.152  -0.872  -2.526  0.128